[1]
A molecular structure, C35H37AsFeN5OS2Se, computed with the ωB97M-V functional and the def2-TZVPD basis.

XYZ file:
```
83
Properties=species:S:1:pos:R:3:lowdin_spin:R:1
Fe -0.349 -1.269 0.359 2.7734
S -2.300 -1.521 1.761 0.2335
C -0.189 -2.344 3.208 0.1489
S 1.902 -2.297 1.412 0.4634
C 0.564 -3.062 4.189 0.1815
C 1.720 -3.857 3.884 0.0378
N 2.594 -4.600 3.727 0.0988
C 0.234 -3.247 5.580 0.0257
N 0.256 -3.522 6.703 0.0956
C -1.085 -5.017 1.923 0.0019
As -0.242 -4.784 0.215 0.0068
C -1.061 -6.058 -0.977 0.0021
C 1.587 -5.378 0.298 0.0174
O -0.480 -3.290 -0.461 0.0262
H -1.774 -5.858 1.875 0.0003
H -1.634 -4.098 2.134 0.0020
H -0.337 -5.185 2.695 0.0006
H -1.004 -7.071 -0.577 0.0005
H -0.535 -5.999 -1.927 0.0001
H -2.097 -5.765 -1.123 0.0001
H 1.620 -6.450 0.101 0.0011
H 2.006 -5.157 1.276 0.0064
H 2.131 -4.830 -0.466 0.0036
Se -2.682 -2.341 4.701 0.2504
C -1.570 -2.064 3.255 0.2048
N 0.399 -1.978 1.964 0.3845
N -1.155 1.399 -9.218 0.0011
C -1.070 1.079 -8.119 0.0004
C -0.964 0.674 -6.734 0.0021
C -1.953 1.025 -5.817 -0.0002
C -1.853 0.635 -4.495 0.0034
C -0.759 -0.122 -4.043 0.0063
C 0.227 -0.470 -4.980 0.0038
C 0.127 -0.076 -6.301 -0.0001
C -0.653 -0.518 -2.683 0.0266
C -0.560 -0.795 -1.500 -0.0494
H -2.799 1.609 -6.155 -0.0001
H -2.616 0.912 -3.781 0.0003
H 1.071 -1.056 -4.645 0.0003
H 0.894 -0.348 -7.016 0.0000
C -4.943 1.206 -0.205 0.0003
C -3.688 1.799 0.396 0.0029
C -3.745 2.969 1.157 0.0021
C -2.577 3.457 1.724 0.0012
C -2.601 4.720 2.556 0.0001
C -1.371 2.788 1.542 0.0007
C -1.258 1.592 0.781 0.0016
C -2.483 1.153 0.210 0.0083
N -0.098 0.876 0.585 -0.0130
C 1.201 1.574 0.549 0.0026
C 1.144 2.914 -0.231 0.0011
C 2.524 3.587 -0.297 0.0002
C 3.501 2.689 -1.058 0.0004
C 3.597 1.349 -0.327 0.0006
C 4.152 1.576 1.084 0.0010
C 3.187 2.479 1.861 0.0000
C 3.048 3.821 1.128 0.0001
C 1.812 1.796 1.954 0.0004
C 2.205 0.711 -0.231 0.0105
H -5.788 1.894 -0.119 0.0000
H -5.203 0.275 0.310 0.0003
H -4.798 0.964 -1.262 0.0001
H -4.692 3.484 1.311 0.0002
H -3.626 5.041 2.751 0.0000
H -2.081 5.539 2.047 0.0001
H -2.105 4.565 3.518 0.0000
H -0.505 3.194 2.045 0.0001
H -2.462 0.278 -0.423 0.0025
H 0.438 3.606 0.220 0.0001
H 0.774 2.692 -1.239 0.0001
H 2.433 4.549 -0.815 0.0000
H 4.490 3.164 -1.121 0.0000
H 3.138 2.532 -2.081 0.0000
H 4.263 0.675 -0.877 0.0000
H 5.148 2.038 1.031 0.0000
H 4.257 0.616 1.603 0.0019
H 3.577 2.652 2.869 0.0000
H 4.021 4.330 1.091 0.0000
H 2.357 4.474 1.675 0.0000
H 1.147 2.388 2.582 0.0001
H 1.907 0.813 2.432 0.0014
H 2.291 -0.247 0.267 0.0096
H 1.796 0.523 -1.230 0.0003
```

Results
2S+1 = 6
E_LUMO (alpha / beta) = 4.03 / 3.35 eV
Charge = -2
Molar mass = 817.58 u
HOMO (alpha / beta) = -0.82 / -1.77 eV
Gap between HOMO and LUMO (alpha / beta) = 4.8 / 5.1 eV

[2]
2 unconnected molecules or ions with the total composition C28H39Br2ClN3O5P2, computed with the ωB97M-V functional and the def2-TZVPD basis.

XYZ file:
```
80
Properties=species:S:1:pos:R:3:mulliken_charge:R:1
C -1.280 -6.828 2.425 -1.2151
C -1.582 -5.310 2.631 -0.3204
C -0.245 -4.554 2.586 -1.1931
C -0.405 -3.044 2.261 0.4447
C -1.361 -2.370 3.300 -1.8035
C 0.925 -2.317 2.278 0.1344
C 1.677 -2.348 3.437 -0.4981
C 2.879 -1.688 3.573 -0.0276
P 3.653 -1.871 5.226 0.1164
N 2.733 -1.124 6.275 -0.7201
C 3.409 -0.948 2.510 0.5303
C 4.722 -0.179 2.689 -0.9784
Br 6.241 -1.077 1.842 -0.0239
C 4.611 1.315 2.346 -0.2035
C 5.579 2.210 3.176 -1.3218
C 2.669 -0.937 1.326 0.6524
C 1.451 -1.610 1.205 0.3857
C 0.710 -1.515 -0.121 -0.7141
O 0.163 -2.485 -0.600 -0.5707
C 0.772 -0.148 -0.775 0.8231
C 1.993 0.504 -0.678 0.2416
C 2.111 1.741 -1.256 -0.9961
C 1.066 2.358 -1.919 -0.0221
C 1.383 3.726 -2.525 -1.2328
C 2.050 4.690 -1.487 -0.7745
C 1.462 4.707 -0.074 -0.3251
Cl -0.156 5.459 0.060 -0.1897
C -0.180 1.709 -2.028 0.9549
P -1.483 2.588 -2.967 0.3786
N -1.674 3.975 -2.313 -0.5566
O -2.947 1.835 -3.025 -0.3311
O -0.996 2.678 -4.509 -0.4777
C -0.276 0.443 -1.437 0.6159
Br -1.906 -0.564 -1.557 -0.2799
C 3.115 -0.174 0.088 -0.6177
O 4.257 -0.114 -0.310 -0.4779
H -1.331 -7.108 1.366 0.3291
H -0.252 -7.049 2.747 0.3218
H -1.952 -7.466 3.009 0.3536
H -2.148 -5.156 3.554 0.3611
H -2.177 -5.013 1.754 0.2507
H 0.324 -4.974 1.737 0.3446
H 0.384 -4.720 3.471 0.3244
H -0.930 -3.002 1.305 0.6722
H -2.408 -2.565 3.034 0.4060
H -1.244 -1.281 3.190 0.4959
H -1.143 -2.670 4.329 0.3306
H 1.278 -2.895 4.291 0.4383
H 4.972 -1.370 5.267 0.1493
H 3.700 -3.242 5.572 0.1098
H 3.270 -0.413 6.761 0.2334
H 4.923 -0.221 3.761 0.3739
H 4.762 1.546 1.290 0.1028
H 3.588 1.627 2.612 0.4451
H 6.419 1.662 3.614 0.3560
H 5.011 2.781 3.918 0.3048
H 6.013 2.957 2.498 0.3742
H 3.068 2.257 -1.189 0.5200
H 0.548 4.171 -3.065 0.5095
H 2.166 3.531 -3.278 0.3614
H 2.136 5.708 -1.884 0.4544
H 3.086 4.334 -1.368 0.3640
H 1.461 3.727 0.414 0.1055
H 2.130 5.328 0.537 0.4464
H -2.636 4.119 -2.027 0.2010
H -3.320 1.808 -2.133 0.2915
H -1.765 2.523 -5.075 0.2761
C -7.482 2.172 -4.783 -1.0422
C -7.218 0.738 -5.086 0.5854
O -8.014 -0.136 -5.182 -0.4084
N -5.792 0.284 -5.244 -0.0119
C -5.315 0.382 -6.667 -0.8532
H -8.555 2.329 -4.733 0.3250
H -7.032 2.436 -3.824 0.3467
H -7.066 2.807 -5.568 0.3596
H -5.177 0.822 -4.625 0.2220
H -5.827 -0.706 -4.985 0.3787
H -4.286 0.032 -6.695 0.3535
H -5.364 1.421 -6.983 0.3623
H -5.945 -0.249 -7.288 0.3683
```

Results
2S+1 = 1
E_LUMO = -3.89 eV
Charge = +1
Molar mass = 754.85 u
HOMO = -9.89 eV
Gap between HOMO and LUMO = 6.0 eV

[3]
A single ClH2O2PS2 molecule, computed with the ωB97M-V functional and the def2-TZVPD basis.

XYZ file:
```
8
Properties=species:S:1:pos:R:3:nbo_charge:R:1
O -1.370 -0.783 1.261 -1.0335
O -1.440 -1.707 -1.857 -0.7685
P -0.288 -0.434 0.333 1.3510
S 0.880 -2.060 -0.181 -0.2844
S -0.729 -2.835 -1.400 1.0873
Cl -1.895 -3.691 0.122 -0.2108
H -0.572 0.130 -0.902 -0.0679
H 0.702 0.455 0.683 -0.0731
```

Results
2S+1 = 3
E_LUMO (alpha / beta) = -0.51 / -4.45 eV
Charge = 0
Molar mass = 164.58 u
HOMO (alpha / beta) = -6.58 / -10.34 eV
Gap between HOMO and LUMO (alpha / beta) = 6.1 / 5.9 eV

[4]
3 unconnected molecules or ions with the total composition C29H45N2O5, computed with the ωB97M-V functional and the def2-TZVPD basis.

XYZ file:
```
81
Properties=species:S:1:pos:R:3:mulliken_charge:R:1
C -4.691 1.836 -0.761 -1.1851
C -3.195 1.943 -1.343 -0.5842
C -2.226 1.361 -0.198 0.2756
C -2.578 2.246 1.101 -1.4235
N -0.760 1.472 -0.547 0.4483
C -0.505 1.684 -2.025 -0.6359
C 1.048 1.540 -2.399 -1.0722
C 1.425 0.112 -2.979 0.4885
C 2.897 -0.328 -2.564 -1.1929
C 2.950 -1.326 -1.341 0.1999
C 2.720 -2.852 -1.728 -1.1897
C 1.557 -3.537 -0.868 -0.2808
C 0.170 -3.180 -1.582 1.1065
C -0.810 -4.421 -1.752 -0.6356
O -1.601 -4.267 -2.940 -0.4316
C -2.269 -3.003 -2.958 -0.4879
C 0.109 0.394 0.032 0.8556
C -0.355 -0.172 1.428 0.6032
C 0.265 0.454 2.731 -1.3521
N -1.199 -1.148 1.575 -0.5860
H -4.955 2.713 -0.110 0.3262
H -4.783 0.850 -0.233 0.3104
H -5.393 1.864 -1.634 0.4018
H -2.978 3.029 -1.552 0.2911
H -3.198 1.307 -2.267 0.3828
H -2.576 0.295 -0.075 0.4053
H -3.326 1.637 1.682 0.3587
H -2.968 3.243 0.789 0.3855
H -1.633 2.303 1.700 0.3513
H -0.433 2.361 -0.114 0.4810
H -0.772 2.733 -2.338 0.4382
H -1.029 0.910 -2.652 0.2339
H 1.729 1.868 -1.564 0.4581
H 1.234 2.277 -3.237 0.3752
H 0.657 -0.671 -2.737 -0.6691
H 1.443 0.213 -4.107 0.6074
H 3.429 0.623 -2.247 0.3954
H 3.504 -0.746 -3.408 0.3790
H 4.004 -1.265 -0.931 0.4526
H 2.280 -1.046 -0.482 -0.2659
H 3.651 -3.440 -1.477 0.3608
H 2.540 -2.958 -2.837 0.5090
H 1.561 -3.172 0.202 -0.2006
H 1.660 -4.653 -0.817 0.5692
H -0.357 -2.454 -0.889 -1.0298
H 0.417 -2.737 -2.580 0.1424
H -0.202 -5.364 -1.749 0.3743
H -1.503 -4.406 -0.854 0.3384
H -2.587 -2.658 -1.930 0.1781
H -1.640 -2.192 -3.440 0.1308
H -3.204 -3.070 -3.580 0.3273
H 1.178 0.726 0.181 0.5345
H 0.068 -0.471 -0.696 -1.1159
H 0.565 1.532 2.578 0.2816
H -0.443 0.382 3.603 0.3913
H 1.203 -0.092 3.052 0.3457
H -1.458 -1.428 0.612 0.0741
C 0.199 6.171 -0.716 -0.3688
C 0.225 7.504 -0.716 -0.3871
C -0.392 8.282 0.381 0.2602
O -0.371 9.493 0.382 -0.4990
C -1.036 7.525 1.478 -0.3967
C -1.061 6.192 1.475 -0.3004
C -0.445 5.418 0.380 0.0828
O -0.467 4.194 0.380 -0.3405
H 0.644 5.585 -1.510 0.4351
H 0.693 8.073 -1.509 0.4298
H -1.482 8.110 2.272 0.4259
H -1.529 5.622 2.268 0.4505
C 1.736 -3.827 3.428 -0.0997
C 0.837 -4.486 4.158 -0.4068
C 1.232 -5.629 5.011 0.3061
O 0.414 -6.231 5.675 -0.5313
C 2.662 -6.011 5.022 -0.3885
C 3.560 -5.351 4.290 -0.3752
C 3.165 -4.209 3.439 0.2775
O 3.982 -3.604 2.772 -0.5643
H 1.466 -2.989 2.798 0.4591
H -0.212 -4.219 4.162 0.4585
H 2.932 -6.849 5.652 0.4194
H 4.610 -5.617 4.286 0.4232
```

Results
2S+1 = 1
E_LUMO = -4.49 eV
Charge = +1
Molar mass = 501.69 u
HOMO = -11.93 eV
Gap between HOMO and LUMO = 7.4 eV

[5]
A single C6H13NOS molecule, computed with the ωB97M-V functional and the def2-TZVPD basis.

XYZ file:
```
22
Properties=species:S:1:pos:R:3:nbo_charge:R:1
C -4.054 0.366 1.115 -0.3226
C 0.444 -1.309 -0.637 -0.4372
C 2.091 0.591 -0.236 -0.4164
C -1.052 -1.492 -0.310 -0.5048
C 1.158 1.635 -0.881 -0.6380
C 1.202 -0.532 0.470 0.1096
N -2.992 -0.173 0.856 -0.6464
O 2.070 -1.365 1.076 -0.6920
S -2.157 0.008 -0.559 0.6676
H -4.426 0.154 2.054 0.1790
H -4.655 1.103 0.392 0.1544
H 0.766 -2.291 -0.885 0.2397
H 0.556 -0.784 -1.574 0.2068
H 2.599 0.130 -1.102 0.2063
H 2.711 0.946 0.553 0.1835
H -1.491 -2.207 -0.984 0.2185
H -1.093 -1.891 0.658 0.2416
H 1.202 1.698 -2.006 0.2086
H 1.517 2.511 -0.529 0.2124
H 0.631 0.227 1.104 0.1588
H 0.059 1.482 -0.685 0.2068
H 2.701 -0.741 1.456 0.4637
```

Results
2S+1 = 3
E_LUMO (alpha / beta) = 0.76 / -2.29 eV
Charge = 0
Molar mass = 147.24 u
HOMO (alpha / beta) = -4.79 / -9.06 eV
Gap between HOMO and LUMO (alpha / beta) = 5.6 / 6.8 eV

[6]
A molecular structure, C4H13N2PYb, computed with the ωB97M-V functional and the def2-TZVPD basis.

XYZ file:
```
21
Properties=species:S:1:pos:R:3:nbo_charge:R:1
C 1.213 1.604 0.570 -0.6496
C 0.957 0.604 -0.566 -0.4588
C 1.277 -0.865 -0.185 -0.2140
N 0.333 -1.745 -0.837 -0.9109
P -1.196 -2.213 -0.112 0.7986
C -1.828 -0.647 0.613 -0.5426
N -2.727 0.021 -0.329 -0.8258
H 0.913 1.258 1.556 0.3201
H 2.289 1.857 0.635 0.1833
H 0.592 2.505 0.405 0.0862
H 1.595 0.852 -1.439 0.1736
H -0.084 0.658 -0.878 0.2584
H 2.270 -1.101 -0.567 0.2213
H 1.326 -0.972 0.909 0.1922
H 0.790 -2.632 -1.031 0.4059
H -0.736 -2.729 1.129 -0.0693
H -2.394 -0.973 1.489 0.2422
H -1.042 0.007 1.013 0.1421
H -2.462 -0.122 -1.298 0.3602
H -2.812 1.020 -0.180 0.3530
Yb 1.726 3.614 -0.898 1.9339
```

Results
2S+1 = 1
E_LUMO = -10.71 eV
Charge = +2
Molar mass = 293.18 u
HOMO = -14.31 eV
Gap between HOMO and LUMO = 3.6 eV

| no. | E_tot (Eh) |
| --- | --- |
| 1 | -8402.14628 |
| 2 | -7921.47180 |
| 3 | -1749.44047 |
| 4 | -1617.31031 |
| 5 | -764.34004 |
| 6 | -1769.02172 |